{"formula": "C4H8OS", "method": "ωB97M-V/def2-TZVPD", "e_homo_ev": -9.089, "smiles": "O=CCCCS", "gap_ev": 9.95, "elements": ["O", "C", "C", "C", "C", "S", "H", "H", "H", "H", "H", "H", "H", "H"], "positions_angstrom": [[-2.43331, 1.25706, -0.81116], [-2.02429, 0.21731, -1.24886], [-0.80110, -0.52184, -0.72863], [0.28556, 0.39949, -0.19456], [1.03965, -0.14744, 1.02967], [2.38737, 0.88074, 1.48190], [-2.55354, -0.29513, -2.07741], [-0.45321, -1.16147, -1.53630], [-1.17754, -1.19692, 0.05075], [1.05155, 0.51094, -0.96298], [-0.17526, 1.35239, 0.06546], [1.40190, -1.13843, 0.74824], [0.34441, -0.24171, 1.86589], [3.10782, 0.08503, 2.31799]], "nbo_charge": [-0.52, 0.45, -0.51, -0.41, -0.54, -0.02, 0.10, 0.22, 0.23, 0.21, 0.23, 0.21, 0.21, 0.13]}